# 1
C37H77Cl10N3O3 | ωB97M-V/def2-TZVPD

Each line ends with the Löwdin charge.
Cartesian coordinates (Å):
C  -5.4848  -22.9583  13.6287  -0.003
C  -4.1599  -23.6955  13.2099  -0.465
C  -3.8175  -23.3532  11.7129  -0.141
C  -3.1623  -22.0002  11.4542  -0.160
C  -1.9632  -21.8985  12.3447  -0.173
C  -2.2261  -22.1239  13.7982  -0.522
N  -2.8876  -23.4033  13.9720  -0.080
O  -3.2140  -23.5216  15.3354  -0.032
C  -0.8225  -22.2705  14.4958  -0.023
C  -2.9296  -20.8584  14.4083  -0.010
C  -4.3996  -25.1805  13.2532  -0.054
H  -6.3242  -23.6399  13.5452  0.073
H  -5.6423  -22.1938  12.8756  0.072
H  -5.5243  -22.6161  14.6469  0.068
H  -3.2340  -24.2041  11.3702  0.073
H  -4.7715  -23.4807  11.1664  0.119
H  -3.8646  -21.1770  11.6033  0.108
H  -2.8938  -21.8246  10.4266  0.103
H  -1.4416  -20.9362  12.2905  0.135
H  -1.2356  -22.6944  12.1225  0.083
H  -0.3354  -23.0961  13.9796  0.073
H  -0.2847  -21.3158  14.4054  0.085
H  -0.8959  -22.4263  15.5641  0.074
H  -3.5117  -20.3063  13.6777  0.069
H  -3.6200  -21.0432  15.2380  0.076
H  -2.1442  -20.2178  14.7809  0.068
H  -4.9038  -25.6277  14.1266  0.097
H  -3.5381  -25.7759  12.9480  0.071
H  -5.1735  -25.2796  12.4855  0.063
H  -2.8325  -24.2835  15.7647  0.102
C  -3.7963  -24.6593  8.4571  -0.022
C  -3.2101  -25.2591  7.0890  -0.432
C  -2.5009  -26.5929  7.4773  -0.136
C  -2.0155  -27.3714  6.2685  -0.184
C  -3.1949  -27.6692  5.3714  -0.147
C  -4.0333  -26.4136  4.9548  -0.514
N  -4.3631  -25.6868  6.1892  -0.080
O  -5.1462  -24.5425  5.8182  -0.043
C  -3.3234  -25.6839  3.8303  -0.013
C  -5.3121  -27.0616  4.4802  -0.047
C  -2.1760  -24.2952  6.5377  -0.041
H  -4.5090  -25.2840  9.0317  0.066
H  -4.2033  -23.6530  8.2400  0.071
H  -2.9141  -24.5661  9.0716  0.018
H  -1.6780  -26.3188  8.1604  0.096
H  -3.1210  -27.2573  8.0841  0.117
H  -1.4758  -28.3172  6.4236  0.116
H  -1.3512  -26.7547  5.6397  0.094
H  -3.9122  -28.2958  5.9222  0.121
H  -2.9552  -28.1998  4.4398  0.100
H  -3.5434  -24.6005  3.7799  0.096
H  -2.2613  -25.8304  3.9359  0.065
H  -3.6049  -26.0385  2.8498  0.038
H  -5.8385  -27.5987  5.2683  0.074
H  -5.9592  -26.3584  3.9481  0.092
H  -5.0944  -27.8426  3.7455  0.079
H  -1.3337  -24.7863  6.0527  0.077
H  -1.7215  -23.8062  7.3926  0.070
H  -2.5913  -23.5372  5.8799  0.074
H  -5.6830  -24.3657  6.6010  0.053
C  -1.1563  -32.3160  1.4144  -0.042
C  -0.7643  -31.0257  2.1650  -0.496
C  0.2502  -31.4138  3.2442  -0.167
C  0.9344  -30.2382  3.8498  -0.195
C  1.6061  -29.3780  2.7795  -0.117
C  0.6473  -28.9948  1.6082  -0.537
N  -0.0298  -30.1786  1.1563  -0.047
O  -1.0309  -29.7033  0.2176  -0.048
C  -0.2087  -27.7969  2.0727  -0.023
C  1.5117  -28.4577  0.4474  -0.033
C  -2.0191  -30.4891  2.8527  -0.020
H  -2.0202  -32.1576  0.7617  0.083
H  -1.4721  -33.0065  2.1909  0.079
H  -0.3311  -32.7521  0.8637  0.085
H  -0.2807  -32.0506  3.9711  0.130
H  1.0768  -32.0871  2.9231  0.135
H  1.7419  -30.5162  4.5278  0.117
H  0.1625  -29.6679  4.3916  0.097
H  2.3670  -30.0354  2.3164  0.125
H  2.0527  -28.4561  3.1558  0.122
H  0.4724  -26.9818  2.2875  0.082
H  -0.9444  -27.4610  1.3611  0.061
H  -0.7085  -28.0106  3.0187  0.064
H  2.0146  -27.5746  0.8868  0.088
H  2.2397  -29.2239  0.1988  0.077
H  0.9573  -28.1798  -0.4643  0.088
H  -2.5940  -31.3884  3.0631  0.085
H  -2.6404  -29.7753  2.2970  0.075
H  -1.6889  -30.1258  3.8242  0.060
H  -1.0504  -30.3160  -0.5206  0.101
Cl  -1.4696  -20.6317  6.7278  0.562
C  -0.7583  -21.1414  5.1922  -0.693
C  0.3137  -20.1870  4.7100  -0.645
Cl  1.7752  -20.2976  5.7515  0.520
H  -1.5665  -21.1736  4.4668  0.070
H  -0.3785  -22.1613  5.1984  0.066
H  0.0050  -19.1459  4.7298  0.063
H  0.6256  -20.4129  3.6875  0.074
Cl  -8.2966  -26.0441  7.0914  0.597
C  -7.0178  -26.9194  7.9684  -0.672
C  -7.2584  -26.7733  9.4696  -0.630
Cl  -5.9521  -27.6323  10.3884  0.534
H  -6.0262  -26.5912  7.6110  0.038
H  -7.0319  -27.9826  7.7044  0.071
H  -8.2244  -27.0926  9.8240  0.064
H  -7.1859  -25.7127  9.6790  0.056
Cl  -0.5104  -24.8481  10.4678  0.654
C  -0.8212  -26.0365  11.6972  -0.688
C  0.3588  -26.9986  11.7523  -0.622
Cl  0.1959  -28.1478  13.1633  0.506
H  -1.7004  -26.5535  11.3551  0.060
H  -0.9696  -25.5169  12.6466  0.062
H  1.2862  -26.4372  11.8751  0.066
H  0.3854  -27.6150  10.8598  0.064
Cl  -5.7980  -27.8452  -1.6011  0.516
C  -5.1491  -28.0700  0.0725  -0.637
C  -3.6955  -27.6479  0.2129  -0.696
Cl  -3.4864  -25.9222  -0.0023  0.596
H  -5.3918  -29.0838  0.3922  0.073
H  -5.7731  -27.4898  0.7262  0.051
H  -3.0263  -28.1716  -0.4592  0.058
H  -3.3944  -27.9262  1.2189  0.039
Cl  -9.3513  -22.4952  4.5196  0.583
C  -7.8526  -22.0306  5.2953  -0.678
C  -7.9933  -22.1506  6.8227  -0.688
Cl  -6.5491  -21.5982  7.6700  0.579
H  -7.4792  -21.0591  4.9889  0.072
H  -7.1290  -22.8038  5.0119  0.054
H  -8.0773  -23.1961  7.1132  0.010
H  -8.9025  -21.7120  7.1755  0.059

* HOMO-LUMO gap: 0.3326 Eh
* calculated total energy: -6447.7526 hartree
* molar mass: 966.57 g mol⁻¹
* ΔE to the lowest compared entry with this formula, charge and spin: 0.00 kcal per mole

# 2
C37H77FN3O12 | ωB97M-V/def2-TZVPD

Each line ends with the Löwdin charge.
Cartesian coordinates (Å):
C  -0.6982  -4.6797  2.0043  -0.046
C  -1.1672  -3.2464  1.8445  -0.275
O  -2.4553  -3.2828  1.2704  -0.141
C  -3.0553  -2.0203  1.1899  -0.181
C  -3.6719  -1.8379  -0.1982  -0.158
O  -2.7741  -2.3997  -1.1523  -0.146
C  -3.2796  -2.3250  -2.4654  -0.153
C  -2.5913  -1.1633  -3.2184  -0.122
O  -1.9362  -0.3167  -2.2793  -0.113
C  -0.5700  -0.3621  -2.4229  -0.209
N  0.0032  0.1248  -1.1617  0.079
C  1.3347  -0.0542  -1.0964  -0.386
N  1.8956  -0.2052  0.1002  0.216
N  2.1013  -0.1306  -2.2039  0.209
C  -0.4993  1.4723  -0.7888  -0.321
C  -0.5908  2.4640  -1.9186  0.024
F  0.3243  1.9677  0.1803  0.039
H  -0.1447  -4.9816  1.1258  0.057
H  -1.5661  -5.3121  2.0809  0.067
H  -0.0364  -4.7910  2.8512  0.072
H  -0.4674  -2.7443  1.1715  0.103
H  -1.1668  -2.7216  2.7978  0.092
H  -2.3446  -1.2188  1.3564  0.115
H  -3.8696  -1.9397  1.9021  0.130
H  -4.6493  -2.2972  -0.2709  0.127
H  -3.7066  -0.7654  -0.3881  0.116
H  -3.0714  -3.2685  -2.9544  0.127
H  -4.3537  -2.1941  -2.4577  0.123
H  -1.9024  -1.5564  -3.9575  0.121
H  -3.2992  -0.5550  -3.7621  0.123
H  -0.2429  -1.3927  -2.5453  0.145
H  -0.2422  0.1656  -3.3194  0.136
H  2.2591  -1.1613  0.1684  0.158
H  1.1321  -0.1108  0.7697  0.115
H  2.6208  -0.9722  -2.4059  0.137
H  2.2358  0.6516  -2.8236  0.137
H  -1.4744  1.3608  -0.3399  0.138
H  0.2026  2.3950  -2.6517  0.088
H  -0.5183  3.4400  -1.4617  0.085
H  -1.5676  2.4352  -2.3673  0.078
C  3.1773  -1.7888  5.1917  -0.014
C  2.5861  -1.3414  3.8810  -0.495
O  1.8953  -2.0736  3.2047  0.053
C  2.8862  0.0626  3.4231  -0.013
H  2.8803  -2.8156  5.3913  0.084
H  4.2662  -1.7353  5.1482  0.090
H  2.8176  -1.1516  6.0006  0.090
H  3.9609  0.1944  3.2899  0.093
H  2.5154  0.7904  4.1457  0.094
H  2.3853  0.2198  2.4746  0.040
C  -0.8363  -6.6547  -1.9184  -0.023
C  0.4592  -7.4111  -2.1041  -0.499
O  0.6003  -8.2124  -2.9966  0.079
C  1.5690  -7.1199  -1.1189  -0.037
H  -1.5507  -6.9537  -2.6817  0.076
H  -1.2594  -6.8718  -0.9359  0.079
H  -0.6558  -5.5808  -2.0033  0.079
H  1.2428  -7.3604  -0.1059  0.086
H  1.8435  -6.0632  -1.1710  0.077
H  2.4374  -7.7207  -1.3569  0.061
C  -2.0372  -1.2979  7.2793  -0.022
C  -2.1060  -2.2293  6.0944  -0.498
O  -1.9217  -1.8332  4.9654  0.055
C  -2.4164  -3.6781  6.3786  -0.016
H  -1.8085  -0.2915  6.9366  0.079
H  -2.9949  -1.2859  7.8012  0.088
H  -1.2564  -1.6255  7.9672  0.086
H  -3.3898  -3.7637  6.8635  0.089
H  -1.6511  -4.1037  7.0294  0.087
H  -2.4364  -4.2345  5.4439  0.078
C  5.7320  -7.9706  2.0192  -0.020
C  4.9846  -7.3507  0.8642  -0.492
O  4.1382  -7.9606  0.2554  0.067
C  5.3437  -5.9275  0.5017  -0.022
H  5.3799  -8.9875  2.1727  0.084
H  6.8013  -7.9940  1.8038  0.087
H  5.5599  -7.3939  2.9296  0.085
H  6.3969  -5.8664  0.2237  0.086
H  5.1541  -5.2676  1.3504  0.081
H  4.7356  -5.6064  -0.3417  0.072
C  -0.7280  5.5880  1.7168  -0.017
C  -1.3581  6.1082  0.4472  -0.491
O  -2.0457  5.3950  -0.2529  0.041
C  -1.0981  7.5491  0.0957  -0.016
H  -0.9950  4.5417  1.8539  0.074
H  0.3582  5.6736  1.6569  0.086
H  -1.0871  6.1603  2.5727  0.090
H  -0.0288  7.7214  -0.0337  0.082
H  -1.4735  8.1981  0.8875  0.096
H  -1.6085  7.7949  -0.8320  0.086
C  -4.4387  -6.2700  0.2180  -0.017
C  -4.4655  -7.1752  -0.9876  -0.509
O  -4.2453  -6.7358  -2.0932  0.055
C  -4.7609  -8.6365  -0.7557  -0.019
H  -4.2014  -5.2593  -0.1082  0.070
H  -5.4070  -6.2665  0.7213  0.088
H  -3.6671  -6.6027  0.9144  0.079
H  -5.7476  -8.7512  -0.3046  0.086
H  -4.0092  -9.0695  -0.0937  0.086
H  -4.7421  -9.1652  -1.7057  0.083
C  2.7657  10.0971  -1.5092  -0.024
C  1.3558  10.3065  -2.0021  -0.502
O  0.4279  10.4496  -1.2391  0.058
C  1.1585  10.3357  -3.4986  -0.020
H  2.7741  10.0972  -0.4210  0.081
H  3.1486  9.1393  -1.8679  0.082
H  3.4075  10.9008  -1.8710  0.070
H  1.4756  9.3872  -3.9362  0.081
H  1.7429  11.1469  -3.9352  0.087
H  0.1061  10.4952  -3.7223  0.081
C  -4.1941  3.0480  -0.0923  -0.015
C  -5.1180  2.3173  -1.0392  -0.499
O  -6.0462  1.6577  -0.6376  0.074
C  -4.8226  2.4479  -2.5154  -0.012
H  -4.5131  2.8708  0.9323  0.088
H  -3.1707  2.6868  -0.2133  0.054
H  -4.2182  4.1200  -0.2918  0.078
H  -3.8244  2.0554  -2.7261  0.056
H  -4.8749  3.4942  -2.8197  0.091
H  -5.5539  1.8780  -3.0845  0.085
C  5.4988  9.6117  -5.2608  -0.022
C  5.8733  10.2768  -3.9577  -0.502
O  5.2226  11.1892  -3.5048  0.057
C  7.0974  9.7519  -3.2474  -0.022
H  4.6057  10.0832  -5.6645  0.080
H  6.3111  9.7162  -5.9812  0.087
H  5.2980  8.5517  -5.0954  0.082
H  7.9758  9.8623  -3.8847  0.087
H  6.9625  8.6978  -2.9988  0.083
H  7.2529  10.3151  -2.3304  0.083

* HOMO-LUMO gap: 0.2387 Eh
* calculated total energy: -2622.6709 hartree
* molar mass: 775.03 g mol⁻¹
* net charge: +1

# 3
C37H77N7O10PS | ωB97M-V/def2-TZVPD

Each line ends with the Löwdin charge.
Cartesian coordinates (Å):
C  -1.2871  5.1529  5.4835  0.017
C  -1.0757  4.2492  4.4681  -0.142
C  -0.3181  2.9602  4.7851  -0.093
C  -0.6993  1.7720  3.8486  -0.494
N  -2.0698  1.8138  3.3713  0.128
O  0.1894  1.8719  2.7400  -0.091
C  0.0610  0.7999  1.8004  -0.252
C  1.0563  1.1636  0.6538  -0.112
P  1.9397  2.7494  0.8881  0.450
O  2.7783  2.9030  -0.3020  -0.262
O  0.9598  4.0273  0.9823  -0.109
O  2.9180  2.6539  2.1497  -0.092
C  0.3327  -0.5870  2.4286  -0.319
C  -0.1053  -1.7831  1.5663  -0.096
C  0.7424  -2.1042  0.3242  -0.154
C  2.0272  -2.9366  0.5751  -0.186
C  3.0198  -2.7898  -0.5949  -0.167
C  3.6280  -1.3584  -0.7254  -0.176
C  3.0576  -0.6010  -1.9339  -0.266
C  3.9202  0.5742  -2.4066  -0.441
S  5.2858  0.0660  -3.5230  0.982
C  6.5266  -0.3637  -2.3354  -0.717
N  7.0593  -1.4901  -2.0681  0.065
N  7.9373  -1.2200  -1.0216  0.050
C  7.8632  0.0061  -0.7486  -0.184
O  6.9713  0.6486  -1.5635  0.023
C  1.7811  -0.6166  2.9253  -0.123
C  2.1142  -1.7054  3.9631  -0.176
C  3.6425  -1.9176  4.1067  -0.141
C  4.0416  -1.2750  5.4564  -0.193
N  3.7895  0.1808  5.2922  -0.125
C  5.0726  0.8673  4.9854  -0.029
C  3.2341  0.7619  6.4846  -0.458
C  3.6379  0.2959  7.8822  0.014
O  2.4424  1.6841  6.3672  0.073
N  -0.5558  -0.6490  3.6726  0.144
C  -0.3675  0.4850  4.6117  -0.222
C  -1.3806  0.2729  5.7804  0.010
H  -2.2815  5.3437  5.8920  0.062
H  -0.4441  5.6696  5.9524  0.069
H  -1.3959  4.4745  3.4489  0.105
H  0.7694  3.0909  4.6333  0.119
H  -0.4422  2.7152  5.8365  0.113
H  -2.7107  2.1481  4.0817  0.094
H  -2.0965  2.5252  2.6468  0.101
H  -0.9327  0.7846  1.3325  0.154
H  0.4996  1.1975  -0.2860  0.095
H  1.8386  0.4183  0.5238  0.063
H  0.4156  3.9979  0.1824  0.090
H  2.4841  2.9236  2.9751  0.077
H  -0.0717  -2.6742  2.2131  0.124
H  -1.1586  -1.6623  1.2749  0.129
H  0.1150  -2.7280  -0.3229  0.125
H  1.0101  -1.2405  -0.2856  0.080
H  1.7282  -3.9952  0.5628  0.116
H  2.5052  -2.7720  1.5425  0.087
H  3.8490  -3.4771  -0.4008  0.114
H  2.5469  -3.0527  -1.5452  0.116
H  4.7021  -1.4986  -0.8904  0.091
H  3.5501  -0.7948  0.2159  0.098
H  2.9738  -1.3159  -2.7571  0.101
H  2.0456  -0.2195  -1.7834  0.075
H  4.3451  1.1688  -1.5930  0.071
H  3.3256  1.2720  -2.9972  0.069
H  8.3803  0.5610  0.0158  0.132
H  2.0263  0.3472  3.3845  0.113
H  2.4972  -0.7232  2.1113  0.098
H  1.6101  -2.6435  3.6852  0.110
H  1.7119  -1.4430  4.9521  0.101
H  3.9318  -2.9673  4.0359  0.120
H  4.1467  -1.3283  3.3333  0.110
H  3.3860  -1.7206  6.2074  0.108
H  5.0888  -1.4634  5.7228  0.126
H  4.9135  1.7565  4.3717  0.087
H  5.6005  1.1152  5.9151  0.095
H  5.7001  0.2007  4.3892  0.093
H  3.1218  0.9352  8.5962  0.089
H  3.2892  -0.7282  8.0458  0.080
H  4.7186  0.3214  8.0408  0.092
H  -0.5197  -1.5712  4.1118  0.172
H  -1.5190  -0.5634  3.3127  0.177
H  0.6126  0.5291  5.0860  0.131
H  -0.9628  0.5891  6.7358  0.094
H  -2.3085  0.8289  5.6351  0.084
H  -1.6633  -0.7850  5.8251  0.090
C  -0.8581  -1.5355  -7.9160  -0.111
O  -0.7825  -0.1239  -7.8519  -0.189
C  -1.9642  0.5032  -7.3686  -0.212
C  -1.7653  1.0588  -5.9699  -0.208
N  -1.6458  -0.0080  -4.9821  -0.041
C  -1.1601  0.4255  -3.6753  -0.199
C  0.2143  1.0900  -3.5904  -0.208
O  1.3080  0.2266  -3.8425  -0.241
C  1.5951  -0.0028  -5.2155  -0.062
H  -0.0144  -1.8836  -8.5117  0.092
H  -0.7706  -1.9929  -6.9240  0.072
H  -1.7794  -1.8710  -8.3981  0.090
H  -2.8265  -0.1688  -7.4140  0.122
H  -2.1712  1.3404  -8.0406  0.123
H  -2.6212  1.6909  -5.7139  0.123
H  -0.8698  1.6916  -5.9993  0.104
H  -1.0172  -0.7167  -5.3351  0.066
H  -1.1316  -0.4676  -3.0434  0.116
H  -1.9025  1.0990  -3.2349  0.113
H  0.3417  1.4195  -2.5519  0.102
H  0.2885  1.9960  -4.2021  0.120
H  1.4007  0.8777  -5.8310  0.097
H  1.0314  -0.8598  -5.5893  0.077
H  2.6544  -0.2544  -5.2963  0.082
C  -8.2921  0.4886  -4.8493  -0.113
O  -8.5197  -0.1522  -3.6084  -0.192
C  -8.5919  -1.5717  -3.6895  -0.212
C  -7.3622  -2.2260  -3.0861  -0.214
N  -6.1792  -2.0052  -3.9098  -0.048
C  -4.9139  -2.3398  -3.2609  -0.196
C  -4.5387  -1.6107  -1.9699  -0.229
O  -4.2311  -0.2373  -2.1350  -0.201
C  -5.3533  0.6262  -2.2105  -0.092
H  -8.4935  1.5513  -4.7130  0.090
H  -7.2499  0.3904  -5.1725  0.073
H  -8.9580  0.1113  -5.6289  0.090
H  -8.7626  -1.9100  -4.7154  0.123
H  -9.4620  -1.8744  -3.1005  0.122
H  -7.5411  -3.3015  -2.9957  0.124
H  -7.2411  -1.8134  -2.0764  0.101
H  -6.1453  -1.0341  -4.1874  0.064
H  -4.1257  -2.1343  -3.9902  0.115
H  -4.8965  -3.4179  -3.0700  0.118
H  -3.6157  -2.0722  -1.6041  0.111
H  -5.2796  -1.7475  -1.1728  0.109
H  -6.1767  0.2910  -1.5759  0.090
H  -5.6898  0.7321  -3.2438  0.072
H  -5.0370  1.6144  -1.8728  0.086

* HOMO-LUMO gap: 0.2857 Eh
* calculated total energy: -3330.8626 hartree
* molar mass: 843.10 g mol⁻¹
* net charge: +1